Entry 1:
{"formula": "C5H13NO", "method": "the ωB97M-V functional and the def2-TZVPD basis", "species": ["C", "C", "C", "C", "C", "N", "H", "H", "H", "H", "H", "H", "H", "H", "H", "H", "H", "H", "H", "O"], "xyz": [[1.078, -1.693, 2.433], [1.426, -0.439, 1.668], [0.254, 0.594, 1.457], [-0.886, -0.004, 0.594], [-0.631, 1.122, -1.454], [-0.509, 0.028, -0.847], [1.827, -2.474, 2.328], [0.167, -2.104, 1.977], [0.684, -1.603, 3.444], [1.931, -0.537, 0.711], [2.084, 0.215, 2.245], [0.631, 1.405, 0.835], [-0.234, 0.940, 2.367], [-0.922, -1.083, 0.740], [-1.873, 0.411, 0.808], [-0.961, 2.061, -1.011], [-0.537, 1.189, -2.541], [-0.675, 0.610, -5.857], [-1.692, 1.046, -4.814], [-1.162, 0.315, -5.084]], "atomic_forces_ev_per_a": [[-1.359, -0.721, -1.128], [-0.434, 2.680, 1.057], [-0.821, -1.590, -1.074], [1.200, -0.770, -0.775], [-0.571, 0.177, -0.566], [-0.504, 0.321, 0.180], [0.154, 0.073, 0.360], [0.288, -0.298, -0.325], [0.819, 0.566, 0.373], [-0.159, -0.702, -0.088], [0.594, -0.457, 0.206], [0.158, 0.418, 0.562], [0.585, 0.127, 0.280], [-0.441, 0.073, 0.575], [0.096, 0.272, -0.244], [-0.135, 0.137, 0.485], [0.551, -0.330, 0.142], [0.013, 0.064, -0.055], [-0.591, 0.804, 0.208], [0.559, -0.846, -0.173]], "mulliken_charge": [-1.033, -0.372, -0.602, -0.491, -0.288, -0.487, 0.318, 0.270, 0.315, 0.282, 0.288, 0.324, 0.373, 0.242, 0.342, 0.262, 0.261, 0.319, 0.313, -0.636], "homo_energy_ev": -9.290, "orbital_gap_ev": 10.14, "smiles": "C=NCCCC.O", "lumo_ev": 0.851}

=====

Entry 2:
{"formula": "C4H8O2", "method": "the ωB97M-V functional and the def2-TZVPD basis", "species": ["C", "C", "C", "O", "C", "O", "H", "H", "H", "H", "H", "H", "H", "H"], "xyz": [[-0.051, 0.515, -0.635], [0.083, -0.500, 0.570], [1.327, -1.370, 0.701], [1.534, -2.085, 1.844], [-1.335, 1.368, -0.621], [-1.131, 2.441, -1.646], [0.703, 1.223, -0.377], [0.154, 0.006, -1.620], [-0.914, -0.995, 0.487], [-0.007, -0.075, 1.578], [2.285, -0.921, 0.408], [1.162, -2.103, -0.200], [-1.541, 1.853, 0.338], [-2.269, 0.644, -0.825]], "atomic_forces_ev_per_a": [[0.207, -0.756, 1.979], [-1.597, 0.695, -0.135], [-0.133, -3.080, -1.287], [-0.532, 0.442, 0.281], [-0.125, 0.959, -3.652], [-1.121, -2.083, 1.949], [0.982, 0.809, -0.735], [-0.338, 0.641, 0.932], [0.859, -1.024, 0.256], [0.009, 0.958, -0.175], [-0.043, 1.227, -0.302], [0.297, 0.319, 0.309], [0.221, -0.292, 0.415], [1.315, 1.183, 0.166]], "mulliken_charge": [-0.317, -0.332, -0.505, -0.943, -0.376, -0.989, 0.222, 0.201, 0.194, 0.267, 0.204, 0.074, 0.172, 0.129], "homo_energy_ev": 0.924, "orbital_gap_ev": 6.57, "total_charge": -2, "smiles": "[O-]CCCC[O-]", "lumo_ev": 7.493}

=====

Entry 3:
{"formula": "C3H5N3S", "method": "the ωB97M-V functional and the def2-TZVPD basis", "species": ["C", "C", "C", "H", "H", "H", "H", "H", "N", "N", "N", "S"], "xyz": [[-1.541, -0.040, 0.062], [-1.118, 1.303, 0.094], [0.667, -0.009, 0.046], [-2.867, -0.688, -1.152], [-3.525, -0.234, 0.295], [-1.627, 2.254, -0.216], [2.856, -0.244, 1.163], [-0.520, -1.784, 0.546], [-2.791, -0.771, -0.082], [0.283, 1.278, 0.011], [-0.378, -0.833, 0.161], [2.365, -0.284, -0.154]], "atomic_forces_ev_per_a": [[0.548, 0.491, 1.187], [0.656, -1.426, -1.809], [0.469, 3.252, 0.988], [-0.645, -0.662, 1.980], [-1.082, 0.717, 0.524], [0.280, -1.302, 0.852], [-0.845, -0.016, -1.181], [0.828, 0.866, -0.814], [2.308, 0.618, -2.818], [-0.918, -1.070, 0.099], [-2.823, -0.526, 0.045], [1.224, -0.944, 0.948]], "mulliken_charge": [0.305, -0.452, 0.177, 0.312, 0.298, 0.315, 0.140, 0.289, -0.577, -0.439, -0.081, -0.287], "homo_energy_ev": -8.648, "orbital_gap_ev": 9.40, "smiles": "Nc1cnc(S)[nH]1", "lumo_ev": 0.748}

=====

Entry 4:
{"formula": "C3H12NO2", "method": "the ωB97M-V functional and the def2-TZVPD basis", "species": ["C", "C", "C", "N", "H", "H", "H", "H", "H", "H", "H", "H", "H", "H", "O", "H", "H", "O"], "xyz": [[0.031, -2.418, 0.010], [-0.571, -1.249, 0.737], [-1.833, -0.864, 0.690], [0.403, -0.276, 1.252], [-0.648, -3.253, 0.122], [0.183, -2.163, -1.045], [0.951, -2.722, 0.500], [-2.244, -0.021, 1.238], [-2.475, -1.504, 0.107], [1.231, -0.648, 1.718], [-0.023, 0.386, 1.904], [0.839, 0.305, 0.485], [0.918, 1.716, -1.060], [2.482, 1.799, -0.687], [1.675, 1.284, -0.616], [-0.567, 3.280, -2.521], [0.051, 3.512, -1.156], [-0.402, 2.835, -1.679]], "atomic_forces_ev_per_a": [[-0.212, 0.380, 0.470], [-0.013, 0.496, -0.859], [0.169, -0.498, 0.362], [0.673, 0.696, 0.380], [-0.150, -0.191, -0.316], [0.171, -0.254, 0.238], [0.293, -0.024, -0.225], [0.084, 0.007, -0.327], [-0.474, 0.025, 0.215], [-0.177, -0.528, 0.185], [-0.113, -0.069, -0.041], [-0.032, -0.042, -0.042], [0.479, 0.286, -0.454], [-0.149, 0.147, -0.159], [-0.564, -0.559, 0.410], [-0.049, -0.243, -0.036], [-0.297, 0.100, -0.042], [0.360, 0.271, 0.242]], "mulliken_charge": [-1.177, 0.666, -0.925, -0.178, 0.383, 0.293, 0.389, 0.261, 0.269, 0.418, 0.396, 0.255, 0.422, 0.306, -0.740, 0.336, 0.343, -0.715], "homo_energy_ev": -14.356, "orbital_gap_ev": 11.23, "total_charge": 1, "lumo_ev": -3.125}